[1]
{"formula": "C19H69F3N30O18", "method": "ωB97M-V with the def2-TZVPD basis set", "energy_ev": -110540.4693, "orbital_gap_ev": 7.52, "homo_energy_ha": -0.3010, "relative_energy_kj_mol": 572.5, "spin_multiplicity": 1, "e_lumo_ha": -0.0247, "symbols": ["O", "H", "H", "H", "C", "O", "O", "C", "F", "F", "F", "C", "C", "H", "H", "H", "H", "H", "H", "C", "O", "N", "N", "H", "H", "H", "H", "C", "O", "N", "N", "H", "H", "H", "H", "C", "O", "N", "N", "H", "H", "H", "H", "C", "O", "N", "N", "H", "H", "H", "H", "C", "O", "N", "N", "H", "H", "H", "H", "C", "O", "N", "N", "H", "H", "H", "H", "C", "O", "N", "N", "H", "H", "H", "H", "C", "O", "N", "N", "H", "H", "H", "H", "C", "O", "N", "N", "H", "H", "H", "H", "C", "O", "N", "N", "H", "H", "H", "H", "C", "O", "N", "N", "H", "H", "H", "H", "C", "O", "N", "N", "H", "H", "H", "H", "C", "O", "N", "N", "H", "H", "H", "H", "C", "O", "N", "N", "H", "H", "H", "H", "C", "O", "N", "N", "H", "H", "H", "H"], "xyz": [[-21.98, -0.73, 11.33], [-21.24, -0.88, 11.93], [-22.26, -1.55, 10.92], [-22.68, -0.29, 11.82], [-23.75, -1.93, 8.69], [-23.61, -0.67, 9.26], [-23.10, -2.71, 9.62], [-25.06, -2.50, 8.15], [-25.15, -3.69, 7.68], [-25.97, -2.49, 9.12], [-25.65, -1.67, 7.25], [-24.61, 0.35, 8.94], [-24.23, 1.67, 9.68], [-24.38, 1.63, 10.76], [-23.21, 1.86, 9.37], [-24.91, 2.45, 9.32], [-25.59, 0.05, 9.33], [-24.83, 0.57, 7.89], [-23.19, -1.98, 7.75], [-20.85, 3.86, 9.53], [-21.04, 3.12, 10.53], [-19.74, 3.85, 8.85], [-21.63, 4.64, 8.90], [-19.07, 3.24, 9.30], [-19.61, 4.21, 7.92], [-22.42, 4.86, 9.49], [-21.41, 5.08, 8.02], [-20.51, -4.28, 11.74], [-20.41, -3.08, 11.87], [-21.36, -4.91, 10.99], [-19.78, -5.13, 12.48], [-22.01, -4.44, 10.38], [-21.41, -5.91, 11.14], [-19.16, -4.62, 13.10], [-19.56, -6.01, 12.04], [-26.03, -3.52, 12.32], [-26.75, -4.05, 13.20], [-26.04, -2.23, 12.13], [-25.15, -4.15, 11.67], [-25.27, -1.72, 11.71], [-26.67, -1.78, 12.77], [-25.05, -5.14, 11.87], [-24.67, -3.76, 10.87], [-28.08, 0.74, 9.40], [-28.13, -0.30, 8.84], [-28.37, 0.95, 10.65], [-27.69, 1.79, 8.78], [-28.27, 1.91, 10.95], [-28.54, 0.14, 11.23], [-27.62, 2.69, 9.22], [-27.52, 1.54, 7.81], [-26.78, -2.82, 3.23], [-27.69, -2.20, 3.75], [-26.72, -3.07, 1.96], [-25.86, -3.39, 3.85], [-27.45, -2.73, 1.35], [-25.78, -3.37, 1.72], [-26.04, -3.33, 4.84], [-25.24, -3.99, 3.31], [-23.84, -6.73, 8.83], [-24.89, -6.57, 9.43], [-23.68, -7.94, 8.31], [-22.87, -5.89, 8.53], [-22.96, -8.31, 7.71], [-24.44, -8.59, 8.44], [-22.92, -4.93, 8.84], [-22.09, -6.21, 7.98], [-25.93, 6.01, 7.37], [-26.68, 6.90, 7.10], [-24.85, 6.10, 8.22], [-26.09, 4.83, 6.96], [-24.51, 5.24, 8.62], [-24.63, 7.05, 8.49], [-25.36, 4.16, 7.11], [-26.85, 4.65, 6.32], [-19.84, -4.18, 7.57], [-19.10, -4.97, 7.11], [-20.91, -3.79, 6.96], [-19.67, -3.64, 8.75], [-21.45, -3.17, 7.54], [-21.27, -4.34, 6.20], [-20.29, -2.94, 9.12], [-18.92, -3.93, 9.36], [-24.31, 0.43, 13.82], [-23.67, 0.64, 12.85], [-24.28, -0.53, 14.74], [-25.22, 1.31, 14.15], [-24.69, -0.38, 15.66], [-23.68, -1.31, 14.53], [-25.81, 1.20, 14.96], [-25.19, 2.03, 13.44], [-21.57, 4.04, 13.83], [-21.79, 4.83, 14.64], [-20.38, 3.70, 13.40], [-22.51, 3.55, 13.06], [-19.55, 4.19, 13.72], [-20.41, 3.35, 12.46], [-23.35, 4.10, 13.12], [-22.24, 3.02, 12.24], [-27.21, 1.13, 5.16], [-27.50, 2.13, 5.86], [-25.98, 0.68, 5.09], [-28.12, 0.55, 4.44], [-25.74, -0.22, 4.68], [-25.26, 1.34, 5.33], [-27.69, -0.24, 3.98], [-29.12, 0.65, 4.38], [-19.26, -0.01, 9.39], [-18.59, -1.07, 9.12], [-19.07, 0.86, 10.31], [-20.30, 0.25, 8.65], [-19.80, 1.45, 10.69], [-18.25, 0.76, 10.90], [-21.06, 0.89, 8.83], [-20.45, -0.45, 7.93], [-27.19, -6.44, 5.82], [-27.60, -6.51, 4.69], [-25.96, -6.42, 6.29], [-27.91, -6.26, 6.97], [-25.24, -6.63, 5.61], [-25.62, -6.40, 7.24], [-28.83, -5.85, 6.99], [-27.43, -6.24, 7.85], [-29.33, -3.19, 7.52], [-30.07, -4.12, 7.18], [-28.73, -3.14, 8.66], [-29.23, -2.11, 6.83], [-28.24, -2.31, 8.94], [-28.74, -4.03, 9.12], [-28.94, -1.31, 7.38], [-29.29, -2.17, 5.83], [-22.81, 2.69, 6.11], [-24.02, 2.87, 6.15], [-22.13, 1.82, 6.81], [-22.14, 3.25, 5.14], [-21.25, 1.44, 6.52], [-22.75, 1.30, 7.41], [-22.58, 3.67, 4.33], [-21.22, 2.84, 5.01]]}

---

[2]
{"formula": "C27H43BInN10O4S", "method": "ωB97M-V with the def2-TZVPD basis set", "energy_ev": -68474.0147, "charge": 1, "orbital_gap_ev": 8.38, "homo_energy_ha": -0.3858, "relative_energy_kj_mol": 81.1, "spin_multiplicity": 1, "e_lumo_ha": -0.0779, "symbols": ["In", "C", "C", "C", "C", "C", "N", "N", "B", "N", "N", "C", "C", "C", "C", "C", "N", "N", "C", "C", "C", "C", "C", "H", "H", "H", "H", "H", "H", "H", "H", "H", "H", "H", "H", "H", "H", "H", "H", "H", "H", "H", "H", "H", "H", "N", "C", "C", "C", "N", "H", "H", "H", "H", "H", "H", "H", "H", "H", "H", "C", "O", "C", "O", "N", "N", "H", "H", "H", "H", "H", "H", "O", "C", "O", "C", "C", "C", "C", "S", "C", "C", "H", "H", "H", "H", "H"], "xyz": [[-0.81, -0.18, 0.02], [-0.35, -0.71, -3.92], [0.77, -1.07, -3.00], [2.03, -1.56, -3.38], [2.75, -1.66, -2.20], [4.16, -2.10, -2.01], [1.95, -1.27, -1.20], [0.72, -0.92, -1.67], [2.30, -1.10, 0.29], [1.36, -2.00, 1.14], [0.00, -1.93, 1.09], [-0.48, -2.91, 1.86], [-1.92, -3.23, 2.04], [0.59, -3.61, 2.42], [1.73, -3.02, 1.94], [3.15, -3.39, 2.21], [2.15, 0.38, 0.69], [0.99, 1.06, 0.49], [1.20, 2.33, 0.85], [0.16, 3.39, 0.76], [2.52, 2.47, 1.28], [3.09, 1.22, 1.17], [4.49, 0.80, 1.47], [0.01, -0.03, -4.69], [-1.16, -0.21, -3.40], [-0.74, -1.60, -4.44], [2.37, -1.78, -4.37], [4.59, -2.38, -2.97], [4.23, -2.95, -1.34], [4.77, -1.30, -1.60], [3.42, -1.45, 0.48], [-2.53, -2.34, 2.20], [-2.04, -3.88, 2.90], [-2.31, -3.76, 1.17], [0.52, -4.46, 3.09], [3.18, -4.23, 2.89], [3.71, -2.57, 2.65], [3.67, -3.68, 1.29], [-0.77, 3.02, 0.32], [0.51, 4.20, 0.12], [-0.06, 3.81, 1.74], [3.00, 3.38, 1.61], [5.04, 1.65, 1.87], [5.00, 0.45, 0.58], [4.52, 0.00, 2.21], [-1.81, 0.99, 1.84], [-2.49, 0.52, 3.08], [-1.65, 0.62, 4.34], [-0.46, -0.34, 4.43], [0.61, 0.08, 3.53], [-1.13, 1.70, 2.10], [-2.49, 1.45, 1.25], [-2.83, -0.50, 2.92], [-3.39, 1.13, 3.22], [-2.31, 0.43, 5.18], [-1.29, 1.65, 4.46], [-0.78, -1.34, 4.13], [-0.15, -0.41, 5.48], [1.32, -0.64, 3.46], [1.07, 0.91, 3.89], [-5.94, -2.64, -0.84], [-5.13, -1.77, -0.04], [-3.83, -1.67, -0.25], [-3.16, -0.92, 0.44], [-3.27, -2.47, -1.20], [-1.91, -2.28, -1.45], [-6.95, -2.54, -0.45], [-5.62, -3.68, -0.74], [-5.93, -2.33, -1.89], [-3.84, -2.97, -1.87], [-1.76, -1.94, -2.40], [-1.39, -3.14, -1.31], [0.34, 6.65, -4.63], [0.98, 5.73, -3.87], [2.15, 5.82, -3.66], [0.15, 4.61, -3.32], [0.79, 3.42, -2.99], [0.09, 2.36, -2.45], [-1.27, 2.47, -2.19], [-2.26, 1.20, -1.44], [-1.92, 3.66, -2.52], [-1.22, 4.71, -3.09], [-0.56, 6.37, -4.82], [1.86, 3.35, -3.16], [0.62, 1.45, -2.20], [-2.98, 3.77, -2.32], [-1.76, 5.63, -3.30]]}

---

[3]
{"formula": "C3H11N2O2S", "method": "ωB97M-V with the def2-TZVPD basis set", "energy_ev": -21189.9867, "charge": 1, "orbital_gap_ev": 11.24, "smiles": "C[N+](C)(C)S(N)(=O)=O", "homo_energy_ha": -0.5672, "relative_energy_kj_mol": 456.2, "spin_multiplicity": 1, "e_lumo_ha": -0.1540, "symbols": ["C", "N", "C", "C", "S", "N", "O", "O", "H", "H", "H", "H", "H", "H", "H", "H", "H", "H", "H"], "xyz": [[-1.26, -0.51, 0.53], [-0.19, -0.01, -0.33], [-0.53, 0.19, -1.71], [1.05, -0.81, -0.36], [0.33, 1.74, 0.01], [1.01, 1.45, 1.80], [1.37, 2.12, -0.87], [-0.85, 2.50, 0.17], [-1.95, 0.28, 0.42], [-1.54, -1.57, 0.44], [-0.94, -0.48, 1.57], [-1.27, 0.96, -1.90], [0.34, 0.37, -2.42], [-1.11, -0.79, -1.94], [1.87, -0.01, -0.46], [1.06, -1.41, 0.62], [1.01, -1.47, -1.17], [1.91, 1.01, 1.54], [1.06, 2.28, 2.34]]}

---

[4]
{"formula": "C3H4BBrN2O2", "method": "ωB97M-V with the def2-TZVPD basis set", "energy_ev": -80970.0443, "orbital_gap_ev": 8.97, "smiles": "OB(O)[C@]1(Br)C=CN=N1", "homo_energy_ha": -0.3304, "relative_energy_kj_mol": 87.2, "spin_multiplicity": 1, "e_lumo_ha": -0.0010, "symbols": ["O", "B", "O", "C", "Br", "C", "C", "N", "N", "H", "H", "H", "H"], "xyz": [[-0.40, -0.43, -1.06], [-0.65, 0.84, -0.71], [-1.25, 1.79, -1.44], [0.03, 1.26, 0.70], [0.48, 3.07, 0.68], [1.02, 0.31, 1.28], [0.34, -0.44, 2.23], [-0.95, 0.04, 2.42], [-1.23, 1.01, 1.71], [-0.34, -0.78, -1.95], [-1.84, 1.89, -2.24], [1.95, 0.36, 0.84], [0.81, -1.29, 2.80]]}

---

[5]
{"formula": "C8H13ClNO2S", "method": "ωB97M-V with the def2-TZVPD basis set", "energy_ev": -37435.9904, "charge": 1, "orbital_gap_ev": [5.65, 5.09], "homo_energy_ha": [-0.4593, -0.4556], "relative_energy_kj_mol": 349.8, "spin_multiplicity": 1, "e_lumo_ha": [-0.2517, -0.2687], "symbols": ["C", "C", "C", "C", "C", "C", "C", "C", "N", "O", "O", "S", "Cl", "H", "H", "H", "H", "H", "H", "H", "H", "H", "H", "H", "H", "H"], "xyz": [[0.08, 2.93, -0.10], [0.59, -1.47, -1.57], [1.95, -1.60, -1.00], [0.33, 0.10, -1.44], [1.91, -0.67, 0.24], [1.13, 0.51, -0.13], [1.37, -1.29, 1.58], [-2.84, 2.69, 1.20], [-0.41, 2.12, 0.67], [1.22, 2.92, -0.74], [0.21, 0.90, 0.94], [2.38, 1.76, -0.36], [3.71, -0.08, 0.51], [-0.49, 3.86, -0.25], [0.54, -1.78, -2.57], [-0.20, -1.99, -0.99], [2.19, -2.64, -0.75], [2.65, -1.07, -1.63], [0.47, 0.70, -2.23], [-0.72, 0.16, -1.15], [0.31, -1.36, 1.47], [1.53, -0.63, 2.43], [1.80, -2.26, 1.78], [-2.73, 2.70, 2.25], [-2.56, 3.67, 0.70], [-3.72, 2.23, 0.64]]}

---

[6]
{"formula": "C40H50AsIrN2O2PSb2", "method": "ωB97M-V with the def2-TZVPD basis set", "energy_ev": -135367.0576, "charge": 4, "s_squared": 8.808, "orbital_gap_ev": [7.63, 5.98], "homo_energy_ha": [-0.6182, -0.6585], "relative_energy_kj_mol": 71.1, "spin_multiplicity": 6, "e_lumo_ha": [-0.3377, -0.4389], "symbols": ["Ir", "C", "O", "C", "O", "N", "N", "H", "H", "H", "H", "H", "H", "C", "Sb", "C", "C", "C", "C", "C", "C", "C", "C", "C", "Sb", "C", "C", "H", "H", "H", "H", "H", "H", "H", "H", "H", "H", "H", "H", "H", "H", "H", "H", "H", "H", "H", "H", "C", "C", "As", "C", "C", "C", "C", "C", "C", "C", "C", "C", "C", "C", "C", "P", "C", "C", "C", "C", "C", "C", "C", "C", "C", "C", "C", "C", "H", "H", "H", "H", "H", "H", "H", "H", "H", "H", "H", "H", "H", "H", "H", "H", "H", "H", "H", "H", "H", "H", "H", "H"], "xyz": [[-0.30, -0.71, -0.81], [4.86, 0.31, 0.31], [3.47, 0.59, 0.66], [2.47, 0.06, 0.00], [1.32, 0.31, 0.36], [2.73, -0.74, -1.06], [1.63, -1.18, -1.84], [5.45, 0.86, 1.04], [5.07, 0.69, -0.69], [5.06, -0.75, 0.40], [3.66, -0.87, -1.43], [1.69, -2.20, -1.96], [1.68, -0.76, -2.77], [2.48, 5.87, 1.07], [1.69, 4.10, 0.21], [0.44, 3.46, 1.82], [0.28, 4.98, -1.37], [-0.87, 5.27, -0.56], [-0.86, 6.47, 0.20], [-1.89, 6.79, 1.06], [-2.97, 5.91, 1.17], [-3.02, 4.75, 0.39], [-2.00, 4.40, -0.47], [-2.22, 3.22, -1.39], [-2.19, 1.22, -0.56], [-4.00, 0.52, -1.42], [-2.72, 1.48, 1.48], [1.71, 6.46, 1.56], [2.99, 6.45, 0.30], [3.22, 5.57, 1.82], [-0.43, 4.11, 1.95], [1.05, 3.52, 2.72], [0.14, 2.43, 1.67], [0.19, 4.24, -2.16], [0.89, 5.83, -1.66], [-0.03, 7.15, 0.07], [-1.87, 7.71, 1.62], [-3.79, 6.15, 1.83], [-3.91, 4.14, 0.44], [-1.57, 3.22, -2.26], [-3.24, 3.27, -1.75], [-4.74, 1.32, -1.38], [-4.37, -0.33, -0.86], [-3.83, 0.24, -2.46], [-3.79, 1.65, 1.56], [-2.19, 2.34, 1.89], [-2.44, 0.59, 2.03], [-3.23, -2.93, 0.13], [-3.46, -4.44, 0.03], [-3.23, -5.57, 1.61], [-4.55, -6.88, 1.65], [-5.87, -6.60, 1.24], [-6.83, -7.58, 1.32], [-6.49, -8.84, 1.84], [-5.19, -9.11, 2.28], [-4.22, -8.14, 2.21], [-1.50, -6.37, 1.55], [-0.57, -6.09, 2.56], [0.67, -6.71, 2.52], [0.98, -7.59, 1.49], [0.05, -7.87, 0.49], [-1.20, -7.25, 0.52], [-1.50, -2.36, 0.41], [-0.47, -3.41, -0.65], [0.65, -4.12, -0.21], [1.43, -4.81, -1.12], [1.11, -4.80, -2.48], [-0.02, -4.12, -2.93], [-0.81, -3.42, -2.02], [-1.10, -2.53, 2.15], [-2.10, -2.74, 3.10], [-1.78, -2.81, 4.45], [-0.46, -2.67, 4.85], [0.54, -2.43, 3.91], [0.22, -2.34, 2.57], [-3.86, -2.46, 0.88], [-3.53, -2.49, -0.83], [-2.80, -4.89, -0.71], [-4.49, -4.62, -0.31], [-6.14, -5.62, 0.85], [-7.84, -7.39, 0.99], [-7.25, -9.60, 1.92], [-4.95, -10.08, 2.69], [-3.22, -8.34, 2.56], [-0.82, -5.42, 3.37], [1.39, -6.53, 3.31], [1.93, -8.10, 1.48], [0.28, -8.58, -0.29], [-1.93, -7.49, -0.24], [0.88, -4.17, 0.85], [2.28, -5.38, -0.77], [1.72, -5.35, -3.18], [-0.29, -4.14, -3.98], [-1.69, -2.90, -2.38], [-3.14, -2.83, 2.81], [-2.56, -2.97, 5.18], [-0.21, -2.73, 5.90], [1.56, -2.30, 4.24], [1.00, -2.12, 1.85]]}